{"formula": "C4H16N3O4P2", "method": "ωB97M-V/def2-TZVPD", "species": ["N", "C", "C", "O", "P", "O", "C", "P", "O", "H", "H", "H", "H", "H", "H", "H", "H", "H", "H", "H", "H", "C", "O", "N", "N", "H", "H", "H", "H"], "coordinates": [[0.469, 1.637, -0.555], [0.896, 1.284, -1.910], [0.039, 0.125, -2.514], [0.893, -1.009, -2.637], [0.866, -1.967, -1.186], [-0.838, -1.519, -0.857], [-1.129, -0.404, -1.636], [-2.243, 0.841, -0.793], [-2.406, 0.548, 0.695], [1.010, 1.201, 0.181], [0.603, 2.635, -0.437], [0.838, 2.151, -2.587], [1.941, 0.963, -1.939], [-0.276, 0.450, -3.512], [2.306, -2.196, -1.284], [0.506, -3.161, -1.912], [0.797, -2.779, 0.038], [1.203, -0.853, -0.326], [-1.815, -0.837, -2.400], [-3.534, 0.813, -1.384], [-1.674, 2.142, -0.901], [0.415, 0.136, 3.040], [0.926, 0.449, 1.985], [1.142, -0.082, 4.183], [-0.933, -0.035, 3.152], [0.730, -0.350, 5.055], [2.136, 0.025, 4.123], [-1.483, 0.094, 2.315], [-1.385, -0.303, 4.003]], "charge": -1, "mol_weight_da": 232.1, "total_energy_ha": -1309.93402, "multiplicity": 1}